Computed, not measured: 7 unconnected molecules or ions with the total composition C34H66BBrNO23 in a non-equilibrium geometry, with ωB97M-V with the def2-TZVPD basis set.

Calculated values
- Orbital gap: 7.196 eV
- Electronic energy: -5719.190462 hartree

ORCA input file:
```
! wB97M-V def2-TZVPD RIJCOSX def2/J DEFGRID3
* xyz -1 1
C -0.0972 3.4571 -9.4174
C 6.7266 -6.0097 1.7372
H -6.2074 -3.4781 -0.1838
O 2.3786 0.3300 7.8007
O -2.8761 2.9444 3.3115
C -0.9601 1.6608 -10.6826
C 6.2463 -1.8985 -0.3180
H 5.3441 -1.1551 1.5095
H -2.4926 1.9174 -9.1687
O 10.1143 -6.6702 2.3149
C -1.6025 1.6967 -0.4832
C 4.3962 1.4312 8.5947
H -1.2326 2.7977 -0.3438
H 10.3767 -5.2845 4.6736
O -0.1866 2.8404 -8.3662
H 2.0224 5.6042 -2.8357
H -11.4297 -6.6216 1.2891
O -2.7432 3.7136 5.4696
C -5.8812 2.3755 -3.7420
B -1.1156 1.1685 -1.9576
H 5.9892 -2.7852 1.6363
H -3.4845 2.6066 0.4145
C 8.9989 -5.9045 2.2472
H -1.3087 5.6975 -1.5678
C -0.1743 6.0117 -1.5648
C -7.2307 -3.2007 0.0959
H -5.3856 0.1166 -3.8164
H -4.7817 2.7583 -3.9352
H -6.7473 -2.7019 2.1427
H 2.5761 -2.1822 4.8741
O -0.4389 2.9942 -10.6437
C 0.6333 5.3779 -8.3167
H 2.6770 0.8654 9.7470
C -3.3358 4.2355 2.9220
O 0.3577 0.8735 -2.0662
O 5.0816 -2.5409 -0.8492
H -7.6955 -2.7543 -0.7908
O -7.9021 -4.4103 0.4666
C 11.2789 -6.0278 2.8461
H 6.3639 -5.8607 2.7590
H 3.6479 -0.5122 9.2310
O -9.7250 -5.5483 0.9148
O -2.3122 1.5323 4.8947
C 2.8172 -0.4578 6.7898
H 12.1313 -5.5209 4.7687
O 7.9893 -6.6689 1.7641
C -3.3750 1.0696 7.0325
O -4.0426 1.7570 -1.4578
H -3.1911 0.7364 8.0578
C -5.0711 0.7524 -1.6523
H 1.1010 6.3415 -8.5379
H 1.3312 -1.7314 -0.4051
H -3.3586 4.2741 1.8292
H 0.3864 6.4961 -0.6290
H -3.9160 2.0200 7.0725
O 3.8823 -1.0558 6.7554
C 3.2686 0.4663 8.9145
H 5.0319 1.0460 7.7916
H -3.4411 0.7245 0.4415
H -8.1893 -1.8971 1.5408
H -11.4089 -4.9861 1.9795
H 1.4012 -1.2094 3.9686
H -2.6651 5.0228 3.2801
O -5.4221 -0.2706 -0.8795
C -2.4058 1.6283 -10.2205
H -11.6678 -5.2298 0.2153
C -9.2542 -4.3425 0.5131
O -0.0288 6.9270 -2.9236
H -3.0095 2.3383 -10.7950
H 1.9961 1.8411 -3.3424
C 2.2662 -1.1598 4.6362
H 0.2399 3.2724 -1.8785
H 0.2802 0.0125 -4.3943
H 6.3947 -0.9169 -0.7828
O 8.9095 -4.7339 2.5862
H -4.0348 0.3502 6.5369
H 11.0218 -6.9145 4.8005
H 3.0700 -0.6235 4.1222
O 2.9567 -2.5396 -1.4000
H 0.9846 -2.5234 -1.9557
H -4.3519 4.3959 3.2955
Br -1.8820 -0.6640 -2.3266
O -1.4294 2.2745 -2.9294
H 0.8808 4.0175 -4.7338
O 0.3357 4.7343 -9.5524
C -5.9303 0.8750 -3.0849
H 5.0221 1.6026 9.4750
H 6.0173 -6.6528 1.2084
H -1.0788 1.0449 0.3434
C -7.1844 -2.2261 1.2589
C -3.2536 1.6417 -0.2499
O -9.9332 -3.3582 0.2613
H 7.1064 -2.5187 -0.5969
C -2.6444 2.8208 4.6411
C -2.0703 1.2109 6.2693
H 7.0987 -1.3916 1.6046
H 6.7863 -5.0543 1.2066
O 3.8769 -0.6046 -0.5780
C 1.6940 -1.8804 -1.4269
H -0.9070 1.3291 -11.7264
H -6.4045 2.2882 -4.8112
C 3.9663 -1.7752 -0.9169
C 0.0598 4.2861 -3.9459
H 12.1391 -6.6480 2.5672
H -2.8282 0.6262 -10.3366
C -0.1261 2.9960 -2.9556
H -0.9302 4.7251 -4.3897
H 1.3316 4.7863 -7.7165
H -6.5939 -1.3422 1.0017
N 0.1291 1.0544 -4.4676
C 11.2031 -5.9292 4.3592
H 0.4997 1.4194 -5.3727
H 1.7537 -0.9249 -1.9575
C 6.1705 -1.7998 1.1950
H -0.2920 5.5613 -7.7616
C -11.1366 -5.5842 1.1042
C 0.7736 5.5854 -2.9551
O 1.8824 -0.4471 5.8085
H 11.4274 -5.0462 2.3813
H 3.9961 2.3900 8.2497
H -1.5383 0.2523 6.2827
H -6.5352 3.1503 -3.1325
C 0.8241 1.6540 -3.2606
H -7.0273 0.4382 -2.9472
H -0.3306 0.9802 -10.0977
H -1.4072 1.9519 6.7308
*
```